Arrangement one

# CH5PS

A 2-piece molecular cluster, CH5PS overall (ωB97M-V with the def2-TZVPD basis set, the OMol25 dataset).

The geometry in ORCA input format:
```
! wB97M-V def2-TZVPD RIJCOSX def2/J DEFGRID3
* xyz 0 1
C -2.85 0.23 -1.27
P 1.38 -0.93 0.82
S -3.71 -0.93 -0.57
H -2.00 0.06 -2.09
H -2.88 1.37 -0.99
H 2.26 -0.31 -0.15
H 1.23 0.24 1.53
H 2.66 -1.25 1.25
*
```

The calculation puts the HOMO energy at -8.9 eV. The value obtained for the molar mass is 80.1 g/mol.

Arrangement two

# CH5PS

One molecule with the formula CH5PS (ωB97M-V with the def2-TZVPD basis set, the OMol25 dataset).

The geometry in ORCA input format:
```
! wB97M-V def2-TZVPD RIJCOSX def2/J DEFGRID3
* xyz 0 1
C 0.76 0.69 0.01
P -0.71 -0.58 0.03
S -2.38 0.34 0.02
H 0.44 1.67 -0.49
H 1.01 0.86 1.07
H 1.61 0.34 -0.60
H -0.47 -1.73 0.87
H -0.26 -1.59 -0.90
*
```

The calculation puts the HOMO energy at -9.0 eV. The value obtained for the molar mass is 80.1 g/mol.

Arrangement three

# CH5PS

One molecule with the formula CH5PS (ωB97M-V with the def2-TZVPD basis set, the OMol25 dataset).

The geometry in ORCA input format:
```
! wB97M-V def2-TZVPD RIJCOSX def2/J DEFGRID3
* xyz 0 1
C 0.51 0.78 -0.65
P -1.14 -1.03 1.31
S -0.93 0.85 0.45
H 0.42 0.29 -1.67
H 0.20 -1.45 1.41
H 0.69 1.94 -0.90
H -1.15 -1.85 0.27
H 1.40 0.48 -0.21
*
```

The calculation puts the HOMO energy at -9.3 eV. The value obtained for the molar mass is 80.1 g/mol.

Going by the energies, arrangement two is most stable and the next is 0.0021 hartree up.

Arrangement one

# C4H15N2O

A 2-piece molecular cluster, C4H15N2O overall (ωB97M-V with the def2-TZVPD basis set, the OMol25 dataset).

The geometry in ORCA input format:
```
! wB97M-V def2-TZVPD RIJCOSX def2/J DEFGRID3
* xyz 2 2
C 0.10 -1.48 -0.08
C 0.58 -0.15 0.52
C 0.10 1.18 -0.13
C 0.88 1.37 -1.53
N 2.20 0.57 -1.49
N -1.45 -1.48 -0.02
H 0.44 -1.46 -1.14
H 0.43 -2.48 0.29
H 1.79 -0.32 0.64
H 0.13 -0.04 1.55
H -0.86 1.03 -0.47
H 0.07 2.01 0.65
H 0.97 2.41 -1.74
H 0.21 0.94 -2.35
H 2.97 0.98 -1.09
H 2.45 0.24 -2.44
H -2.07 -0.86 -0.71
H -1.87 -1.14 0.85
H -1.72 -2.36 -0.25
H -1.21 0.07 3.41
H -2.31 0.89 2.84
O -1.84 0.09 2.71
*
```

The calculation puts the HOMO energy (spin up / spin down) at -18.8 / -18.8 eV. The value obtained for the molar mass is 107.2 g/mol.

Arrangement two

# C4H15N2O

A 3-piece molecular cluster, C4H15N2O overall (ωB97M-V with the def2-TZVPD basis set, the OMol25 dataset).

The geometry in ORCA input format:
```
! wB97M-V def2-TZVPD RIJCOSX def2/J DEFGRID3
* xyz 2 2
C -2.14 0.50 0.87
N -1.29 1.30 0.06
C -2.59 -0.70 -0.01
N 2.88 -0.30 0.04
C 3.41 0.63 0.99
C -1.59 -1.61 -0.71
H -3.01 1.06 1.24
H -1.70 0.05 1.78
H -1.15 2.26 0.37
H -0.54 0.94 -0.57
H -3.16 -1.28 0.73
H 2.19 0.06 -0.67
H 3.60 -0.91 -0.37
H 3.15 1.65 0.70
H 4.50 0.59 1.12
H 2.91 0.37 1.95
H -2.17 -2.32 -1.30
H -1.00 -2.18 0.01
H -0.83 -1.09 -1.34
H 1.23 0.79 -2.48
H -3.37 -0.37 -0.71
O 0.67 0.56 -1.70
*
```

The calculation puts the HOMO energy (spin up / spin down) at -18.6 / -18.6 eV. The value obtained for the molar mass is 107.2 g/mol.

Going by the energies, arrangement one is most stable and the next is 0.1977 hartree up.

Arrangement one

# C26H31F4N5O2STi

C26H31F4N5O2STi as an isolated structure (ωB97M-V with the def2-TZVPD basis set, the OMol25 dataset).

The geometry in ORCA input format:
```
! wB97M-V def2-TZVPD RIJCOSX def2/J DEFGRID3
* xyz 1 2
Ti -0.13 -0.57 -0.22
C 2.73 -1.24 -1.66
N 1.42 -0.62 -1.88
C 1.68 0.79 -2.23
C 0.74 -1.29 -3.01
C -0.79 -1.07 -2.97
N -1.12 -0.14 -1.90
C -2.29 0.57 -2.01
C -2.44 1.78 -1.30
F -1.33 2.22 -0.67
C -3.58 2.54 -1.29
F -3.61 3.66 -0.54
C -4.67 2.17 -2.04
C -4.54 1.04 -2.82
F -5.56 0.67 -3.59
C -3.40 0.25 -2.82
F -3.40 -0.85 -3.58
H 2.63 -2.29 -1.44
H 3.24 -0.75 -0.83
H 3.36 -1.13 -2.56
H 2.28 0.85 -3.15
H 2.24 1.26 -1.43
H 0.74 1.33 -2.39
H 0.95 -2.35 -2.97
H 1.15 -0.90 -3.95
H -1.30 -2.02 -2.82
H -1.12 -0.68 -3.94
H -5.58 2.76 -2.05
O -2.60 -3.69 0.27
C -2.04 -2.60 0.17
N -0.83 -2.36 -0.37
C 0.06 -3.50 -0.42
C 1.25 -3.16 0.44
C 2.25 -4.07 0.72
C 3.32 -3.69 1.50
C 3.33 -2.40 2.02
C 2.29 -1.55 1.71
N 1.26 -1.90 0.92
C -2.62 -1.37 0.79
C -3.92 -1.36 1.27
C -4.35 -0.29 2.02
C -3.44 0.73 2.30
C -2.16 0.63 1.80
N -1.73 -0.38 1.02
H -0.46 -4.38 -0.02
H 0.37 -3.74 -1.44
H 2.20 -5.07 0.31
H 4.13 -4.38 1.72
H 4.14 -2.06 2.65
H 2.26 -0.55 2.12
H -4.54 -2.22 1.05
H -5.36 -0.24 2.40
H -3.72 1.59 2.89
H -1.45 1.42 2.02
C 1.40 3.37 3.84
C 1.57 2.08 3.06
S 0.87 2.28 1.39
O 1.02 0.90 0.76
C 2.17 3.29 0.60
C 3.60 2.82 0.82
H 1.61 3.20 4.90
H 0.38 3.75 3.76
H 2.08 4.15 3.49
H 0.98 1.27 3.49
H 2.61 1.77 2.98
H 2.00 4.31 0.95
H 1.89 3.25 -0.46
H 3.92 3.01 1.84
H 4.26 3.38 0.16
H 3.70 1.76 0.60
*
```

The calculation puts the HOMO energy (spin up / spin down) at -9.9 / -10.1 eV. The value obtained for the molar mass is 601.5 g/mol.

Arrangement two

# C26H31F4N5O2STi

C26H31F4N5O2STi as an isolated structure (ωB97M-V with the def2-TZVPD basis set, the OMol25 dataset).

The geometry in ORCA input format:
```
! wB97M-V def2-TZVPD RIJCOSX def2/J DEFGRID3
* xyz 1 2
Ti -0.32 -0.47 0.18
C -3.32 -1.24 1.29
N -2.67 -0.43 0.25
C -3.26 -0.78 -1.05
C -2.95 0.99 0.52
C -2.13 1.51 1.69
N -0.76 1.00 1.59
C 0.11 1.40 2.56
C 1.37 0.78 2.59
F 1.55 -0.20 1.64
C 2.38 1.06 3.48
F 3.53 0.38 3.38
C 2.20 2.02 4.45
C 0.97 2.66 4.47
F 0.74 3.59 5.39
C -0.04 2.38 3.57
F -1.18 3.09 3.68
H -4.40 -1.05 1.29
H -3.16 -2.30 1.10
H -2.92 -0.99 2.27
H -4.32 -0.53 -1.07
H -2.74 -0.24 -1.84
H -3.13 -1.85 -1.23
H -2.72 1.55 -0.38
H -4.02 1.14 0.72
H -2.16 2.60 1.66
H -2.59 1.22 2.64
H 2.97 2.26 5.17
O -0.65 -4.25 -1.39
C -0.64 -3.23 -0.72
N -0.44 -1.96 -1.15
C 0.16 -1.81 -2.46
C 1.50 -1.14 -2.27
C 2.47 -1.16 -3.26
C 3.69 -0.56 -3.03
C 3.90 0.06 -1.80
C 2.88 0.05 -0.87
N 1.70 -0.54 -1.09
C -0.76 -3.30 0.78
C -1.07 -4.48 1.42
C -1.10 -4.49 2.81
C -0.81 -3.32 3.50
C -0.51 -2.18 2.78
N -0.48 -2.16 1.44
H -0.46 -1.20 -3.12
H 0.28 -2.79 -2.93
H 2.26 -1.66 -4.20
H 4.46 -0.58 -3.78
H 4.84 0.54 -1.57
H 3.02 0.51 0.10
H -1.26 -5.36 0.82
H -1.34 -5.40 3.35
H -0.82 -3.29 4.58
H -0.29 -1.25 3.28
C -1.97 4.59 -2.44
C -1.55 3.14 -2.61
S -0.54 2.59 -1.22
O -0.49 1.08 -1.37
C 1.08 3.20 -1.73
C 1.57 2.68 -3.07
H -2.57 4.91 -3.29
H -1.11 5.26 -2.38
H -2.56 4.72 -1.53
H -1.01 2.97 -3.54
H -2.40 2.46 -2.60
H 1.74 2.90 -0.91
H 1.01 4.29 -1.70
H 1.33 1.63 -3.19
H 2.65 2.78 -3.12
H 1.15 3.24 -3.90
*
```

The calculation puts the HOMO energy (spin up / spin down) at -10.5 / -10.6 eV. The value obtained for the molar mass is 601.5 g/mol.

Going by the energies, arrangement two is most stable and the next is 0.0272 hartree up.